ORCA calculation (ωB97M-V/def2-TZVPD) on the molecule C10H9NO3.

* calculated total energy: -18146.5767 eV
* SMILES string: O=C1NC(=O)c2cc(CCO)ccc21

Each line ends with the Mulliken charge.
Geometry (Å):
1 H 0.5081 2.1268 -3.3375  0.33
2 N 0.4495 -0.7586 3.6094  -0.44
3 C -0.9810 -0.7299 3.2188  0.18
4 O 2.3105 1.1715 -2.6920  -0.53
5 O 2.1741 -1.9215 2.4089  -0.46
6 H 0.7581 1.9838 -1.5636  0.31
7 C 1.1855 -1.2629 2.4466  0.16
8 O -1.8296 -0.9159 4.0350  -0.47
9 H 1.6616 -0.7828 -0.5169  0.37
10 C 0.6315 -0.5740 -0.1571  -0.32
11 C -0.4324 -0.0908 -1.0553  0.85
12 H 0.6150 -0.7705 -2.8228  0.32
13 H 2.5643 0.6424 -1.9145  0.33
14 H -2.5659 0.5639 -1.3049  0.34
15 C 0.3248 -0.7642 1.2444  -0.01
16 C 0.0011 0.1326 -2.5565  -0.81
17 C 0.9203 1.4541 -2.5480  -0.39
18 H 0.6576 0.2533 3.5196  0.35
19 C -1.0462 -0.4497 1.6904  0.36
20 H -0.8736 0.2718 -3.2332  0.38
21 H -3.1189 0.2156 1.2703  0.40
22 C -2.1185 0.0063 0.8416  -0.64
23 C -1.7958 0.1988 -0.5826  -0.60

Atoms 1-3, force components in eV/Å:
H 1.070 -0.459 0.326
N 0.371 0.113 -0.393
C -0.038 0.110 -0.759